Density functional theory data (ωB97M-V/def2-TZVPD) for C23H31BBr12O8S as an isolated structure at a distorted geometry.

Properties
Maximum force   4.5 eV Å⁻¹
LUMO energy   -0.34 eV
Electronic energy   -32808.020492 Ha

Last column: Löwdin charge in e.
CARTESIAN COORDINATES (ANGSTROEM)
H (-3.901, -1.280, -4.153)  0.10
O (2.831, -0.881, -0.463)  -0.04
Br (0.655, -3.887, 3.208)  0.93
Br (4.438, 8.517, -1.623)  0.56
Br (1.315, 8.501, -0.959)  0.56
H (-0.245, -0.323, -3.753)  0.08
O (-0.888, -2.275, 3.205)  -0.15
H (3.838, -2.433, 2.341)  0.08
C (-1.655, 0.737, 3.528)  -0.02
H (3.521, -2.721, 0.052)  0.14
H (2.387, -1.460, 2.495)  0.05
C (3.045, 9.207, -0.482)  -1.63
S (-2.558, -4.437, 1.303)  0.87
H (0.369, 4.414, -4.987)  -0.03
H (1.506, -3.552, -0.151)  0.14
H (-3.485, 0.912, -1.582)  0.07
H (-3.415, 0.822, 0.172)  0.07
C (0.416, 3.346, -4.823)  -1.60
H (2.847, 4.152, -1.471)  -0.10
O (-1.554, -4.281, -1.191)  -0.01
H (3.007, 10.276, -0.641)  -0.03
C (3.288, -1.603, 1.880)  -0.03
H (1.209, -3.097, 1.538)  -0.06
H (0.532, 0.470, -2.404)  0.00
Br (3.438, 8.931, 1.388)  0.55
C (-4.458, -1.752, -3.325)  -0.07
H (-1.954, -5.343, 2.106)  -0.14
C (0.352, 0.638, 2.250)  -0.06
C (-1.584, -1.981, -1.236)  -0.08
Br (5.006, 2.952, -1.455)  0.61
H (2.710, -5.306, 3.410)  -0.03
O (-0.426, -3.375, -2.983)  0.19
O (0.362, -1.843, 0.001)  -0.02
H (-5.324, -2.262, -3.769)  0.10
C (-1.230, -3.886, 0.152)  -0.48
C (-1.342, -0.568, -1.846)  -0.22
C (-1.443, 0.590, -0.805)  -0.16
C (-1.059, -3.232, -1.982)  -0.37
C (-0.031, -0.433, -2.680)  -0.04
O (-4.109, -1.867, -0.404)  0.17
C (1.425, -2.673, 0.523)  -0.16
C (3.436, 3.742, -0.663)  -1.59
Br (2.336, 2.422, 0.232)  0.78
H (-4.574, -1.036, -0.546)  0.10
C (0.673, 1.945, 2.583)  -0.15
O (-3.613, -2.648, -2.616)  0.05
C (-1.375, 2.052, 3.857)  -0.07
H (-0.804, 1.425, -1.125)  0.06
C (-1.157, -1.418, 2.385)  -0.37
H (-1.093, 0.311, 0.190)  0.08
H (2.867, -0.042, 0.010)  -0.02
H (1.598, 2.429, 2.221)  -0.03
Br (2.211, -4.934, 5.800)  0.58
H (-2.046, 2.653, 4.471)  0.11
H (3.865, -0.668, 1.872)  0.08
C (-0.942, -2.314, 0.163)  -0.35
C (2.820, -1.965, 0.437)  -0.37
C (-0.791, 0.005, 2.722)  -0.12
Br (3.878, 5.201, 0.513)  0.58
H (0.664, -1.259, -2.505)  0.07
Br (-1.313, 2.624, -5.274)  0.58
H (-2.173, -0.387, -2.552)  0.12
Br (1.804, 2.654, -5.964)  0.59
H (-2.556, 0.247, 3.901)  0.13
H (-4.840, -0.917, -2.712)  0.08
H (0.015, 3.684, 3.655)  0.11
C (-0.214, 2.649, 3.401)  -0.07
Br (0.970, -7.032, 3.731)  0.58
H (-2.854, 2.303, -0.713)  0.07
C (1.775, -5.293, 3.957)  -1.55
H (-0.430, -4.585, 0.423)  0.10
Br (0.828, 3.074, -2.958)  0.66
H (1.029, 0.094, 1.586)  0.09
C (-2.877, 1.207, -0.707)  -0.06
O (-1.775, -1.781, 1.224)  0.01
B (-3.175, -2.158, -1.384)  -0.60

Density functional theory data (ωB97M-V/def2-TZVPD) for a 6-piece molecular cluster, C23H31BBr2INO19 overall at a distorted geometry.

Properties
Maximum force   2.7 eV Å⁻¹
SMILES   COB(O)[C@@H]1C(=O)O[C@H](I)[C@@]1(N)/C(Br)=C(/C)Br.O=C1OCCO1.O=C1OCCO1.O=C1OCCO1.O=C1OCCO1.O=C1OCCO1
LUMO energy   0.19 eV
Electronic energy   -7850.046435 Ha

Last column: Löwdin charge in e.
CARTESIAN COORDINATES (ANGSTROEM)
C (-1.200, -3.841, 0.290)  -0.04
C (-0.895, 0.272, -5.425)  -0.11
H (6.480, -1.050, 3.534)  0.13
C (5.464, -0.673, 3.413)  -0.10
N (-2.825, -3.916, -1.597)  0.10
B (-0.047, -4.119, -0.788)  -0.70
C (-2.625, -1.009, -4.742)  -0.58
C (0.594, 7.047, -2.413)  -0.57
O (0.284, 7.755, -3.519)  0.07
H (-1.033, 9.364, -1.060)  0.13
H (-0.167, -3.766, 5.308)  0.13
I (-5.170, -5.477, -0.108)  0.93
O (-2.763, -0.885, -6.080)  0.07
H (0.611, 3.225, -1.214)  0.13
C (2.570, -3.168, 5.324)  -0.58
H (-4.252, 0.413, -0.378)  0.08
O (1.135, 5.991, -2.418)  0.16
H (-0.667, 4.415, -1.500)  0.12
H (-1.600, 8.560, -3.282)  0.13
H (0.398, -5.387, 5.754)  0.13
C (-1.556, 3.595, 1.037)  -0.59
O (0.199, 7.708, -1.303)  0.05
C (5.249, 0.658, 4.104)  -0.11
C (5.506, 0.989, 1.880)  -0.59
Br (-4.929, -2.105, 0.886)  0.85
O (1.011, -3.298, -1.053)  0.01
H (2.401, -3.555, 0.445)  0.10
O (-0.789, 4.662, 1.310)  0.07
C (0.352, 4.644, 0.428)  -0.09
H (0.636, 5.650, 0.164)  0.11
Br (-1.045, -0.748, -1.003)  0.96
H (-2.712, 1.152, -0.120)  0.02
H (-0.344, 9.723, -3.751)  0.13
O (5.638, 1.591, 3.081)  0.06
O (2.316, -3.458, 4.032)  0.05
O (1.721, -3.823, 6.138)  0.07
O (5.264, -0.328, 2.032)  0.06
H (-0.544, 1.280, -5.229)  0.13
H (-3.544, 0.426, 1.224)  0.08
H (-3.656, -3.461, -1.940)  0.07
H (-1.525, -0.017, -7.505)  0.13
C (-3.426, -4.552, 0.681)  -0.73
H (1.936, -5.478, 3.868)  0.14
H (1.182, 4.161, 0.937)  0.14
C (1.768, -2.789, 0.032)  -0.07
H (0.701, -4.440, 3.145)  0.10
H (0.689, -5.494, -1.875)  0.13
C (0.696, -4.432, 5.333)  -0.10
H (-2.549, 1.101, -6.582)  0.13
H (2.388, -1.994, -0.330)  0.09
H (-0.925, -3.147, 1.059)  0.14
H (0.644, 9.708, -1.530)  0.13
H (5.859, 0.790, 4.991)  0.13
O (-3.304, -1.701, -4.059)  0.16
H (4.758, -1.436, 3.725)  0.11
C (1.380, -4.548, 3.983)  -0.10
O (5.590, 1.543, 0.833)  0.16
H (4.203, 0.830, 4.359)  0.13
C (-3.205, -2.149, 0.100)  -0.59
O (-2.479, 3.235, 1.695)  0.16
O (-1.613, -0.235, -4.291)  0.02
H (-0.039, -0.377, -5.614)  0.13
O (-1.134, 2.980, -0.090)  0.03
O (-2.537, -5.644, 0.921)  -0.02
C (-1.939, 0.199, -6.524)  -0.11
C (-3.335, 0.341, 0.177)  -0.18
C (-2.703, -0.942, -0.137)  -0.73
C (-2.621, -3.534, -0.212)  -0.51
H (-3.653, -4.155, 1.644)  0.04
H (1.146, -2.389, 0.815)  0.07
C (-0.161, 3.823, -0.742)  -0.10
C (-0.202, 9.034, -1.675)  -0.10
C (-0.559, 8.852, -3.139)  -0.11
C (-1.306, -5.169, 0.988)  -0.44
H (-2.089, -3.544, -2.183)  0.07
O (3.436, -2.439, 5.684)  0.15
O (-0.387, -5.785, 1.539)  0.10
O (-0.151, -5.262, -1.480)  0.23

Density functional theory data (ωB97M-V/def2-TZVPD) for C23H31Br24NO3 as an isolated structure at a distorted geometry.

Properties
Multiplicity   2
Charge   -1
Maximum force   6.9 eV Å⁻¹
LUMO energy (spin up / spin down)   0.92 / 0.92 eV
Electronic energy   -62951.466406 Ha

Last column: Löwdin charge in e.
CARTESIAN COORDINATES (ANGSTROEM)
C (-2.537, -3.614, -2.194)  -0.08
C (-0.831, -4.445, -0.422)  -0.05
Br (3.057, 7.534, -1.503)  0.54
C (-3.743, -1.222, 1.845)  -0.05
H (-2.291, -1.724, 7.139)  -0.03
H (2.752, -3.498, 1.523)  0.06
Br (6.544, -1.162, 6.964)  0.54
H (-4.376, -1.432, -1.747)  0.08
H (-2.356, -4.741, -2.439)  0.05
H (-0.541, 1.530, -0.676)  0.11
H (-2.836, -1.283, 2.569)  0.01
C (-1.737, -3.135, -0.852)  -0.37
Br (-1.554, -1.390, 4.786)  0.67
C (-2.843, -1.471, 6.233)  -1.60
Br (5.947, 0.590, -0.960)  0.65
C (-3.254, -1.507, 0.301)  -0.43
Br (-4.154, -2.877, 5.957)  0.53
O (-3.588, -3.771, 0.432)  -0.05
C (-0.647, -1.968, -1.178)  -0.07
H (2.185, -0.799, -2.021)  0.11
Br (-2.372, -2.798, -7.608)  0.53
C (5.629, 2.255, -0.019)  -1.55
H (-1.334, -5.052, 0.425)  0.09
H (1.756, 0.836, 0.721)  0.09
Br (-4.433, -1.250, -9.945)  0.53
Br (1.608, 7.596, 1.367)  0.51
Br (-0.441, -2.245, -5.097)  0.61
O (0.082, -2.193, 1.785)  -0.10
H (-0.944, -1.554, -2.231)  0.07
H (0.429, -2.366, -1.277)  0.11
Br (3.069, 1.899, 3.542)  0.54
H (-2.178, -3.049, -3.153)  0.00
H (-4.111, -0.114, 1.829)  0.09
C (2.587, -0.376, -1.024)  -0.20
C (0.055, 0.565, -0.863)  -0.13
C (-4.585, -1.374, -0.602)  -0.08
C (5.180, -0.676, 5.670)  -1.62
Br (-7.491, -2.051, -10.534)  0.55
Br (7.146, 3.462, -0.132)  0.56
Br (0.477, 2.408, 5.374)  0.56
C (1.288, 2.667, 3.631)  -1.58
Br (3.987, 3.102, -0.608)  0.67
Br (-6.466, -1.737, -7.503)  0.56
C (2.909, -1.564, 0.045)  -0.10
C (-5.988, -2.229, -9.318)  -1.61
C (-0.693, -0.701, -0.172)  -0.28
Br (-1.867, -5.110, -5.431)  0.60
Br (-3.687, 0.250, 6.546)  0.52
Br (1.282, 4.536, 3.100)  0.53
Br (4.796, 9.285, 4.659)  0.56
C (2.086, 6.511, -0.170)  -1.62
C (-0.192, -1.001, 1.332)  -0.44
H (-0.263, -3.929, -6.921)  -0.03
Br (4.031, 10.846, 1.954)  0.54
C (3.045, -2.664, 0.772)  0.05
Br (5.677, 8.085, 1.809)  0.55
H (6.258, 10.250, 2.891)  -0.03
H (2.761, 5.732, 0.188)  -0.08
H (-5.020, -0.317, -0.416)  0.09
H (5.500, 2.003, 1.034)  -0.04
Br (5.953, -0.156, 3.968)  0.52
H (-2.569, 0.198, -1.112)  0.13
O (-0.060, 0.060, 2.299)  -0.26
H (1.940, 1.768, -0.863)  0.00
H (4.662, 0.199, 6.066)  -0.03
H (0.187, -4.081, 0.019)  0.07
C (1.590, 0.752, -0.412)  -0.23
H (0.046, 0.387, -2.014)  0.11
H (-3.677, -3.490, -2.127)  0.07
H (-4.610, -1.916, 2.139)  0.08
C (-1.116, -3.571, -6.344)  -1.58
Br (0.539, 5.618, -0.929)  0.56
H (-2.387, 0.565, 0.693)  0.12
H (-0.561, -5.112, -1.319)  0.07
N (-2.616, -2.857, 0.322)  -0.11
C (5.322, 9.694, 2.836)  -1.61
H (-5.714, -3.284, -9.302)  -0.02
C (-2.281, -0.274, -0.085)  -0.07
Br (3.851, -2.074, 5.461)  0.57
H (3.602, 0.148, -1.209)  -0.04
H (0.671, 2.127, 2.908)  -0.06
H (-5.425, -2.120, -0.332)  0.09